{
  "formula": "C35H36Cl2GeMnNO2Te",
  "method": "the ωB97M-V functional and the def2-TZVPD basis",
  "orbital_gap_ev": [7.5, 7.5],
  "s_squared": 8.76,
  "lumo_energy_ev": [-8.62, -8.78],
  "total_energy_ev": -162613.922,
  "multiplicity": 6,
  "e_homo_ev": [-16.1, -16.3],
  "de_lowest_ev": 0.662,
  "charge": 3,
  "symbols": ["Mn", "C", "C", "C", "C", "C", "C", "Ge", "C", "C", "C", "C", "C", "C", "C", "C", "C", "C", "C", "C", "H", "H", "H", "H", "H", "H", "H", "H", "H", "H", "H", "H", "H", "H", "H", "Cl", "C", "Cl", "H", "H", "C", "Te", "C", "H", "H", "H", "H", "H", "H", "C", "O", "C", "C", "C", "C", "C", "C", "N", "C", "C", "C", "C", "C", "C", "C", "O", "H", "H", "H", "H", "H", "H", "H", "H", "H", "H", "H", "H", "H"],
  "positions_angstrom": [[-1.0941, -1.7165, -0.1389], [-3.1806, -1.2702, 3.3425], [-2.2259, -0.5708, 4.0607], [-1.6043, 0.5428, 3.4986], [-1.9384, 0.9616, 2.2159], [-2.8942, 0.2373, 1.4858], [-3.5127, -0.8733, 2.0471], [-1.1419, 2.5632, 1.4669], [0.5111, 3.1240, 2.2173], [1.4124, 2.1752, 2.7127], [2.6060, 2.5908, 3.2781], [2.9024, 3.9484, 3.3521], [2.0113, 4.8932, 2.8627], [0.8152, 4.4859, 2.2900], [-2.3084, 3.7186, 0.5104], [-3.6892, 3.6154, 0.7016], [-4.5428, 4.4944, 0.0516], [-4.0240, 5.4683, -0.7908], [-2.6507, 5.5760, -0.9862], [-1.7917, 4.7076, -0.3354], [-3.7028, -2.0983, 3.8072], [-1.9835, -0.8666, 5.0731], [-0.8789, 1.0940, 4.0845], [-3.2209, 0.5889, 0.5093], [-4.3122, -1.3778, 1.5157], [1.1750, 1.1158, 2.6711], [3.3030, 1.8639, 3.6736], [3.8331, 4.2703, 3.7998], [2.2462, 5.9466, 2.9311], [0.1207, 5.2305, 1.9189], [-4.1005, 2.8721, 1.3750], [-5.6106, 4.4281, 0.2101], [-4.6913, 6.1572, -1.2912], [-2.2554, 6.3476, -1.6329], [-0.7205, 4.8109, -0.4755], [-1.5349, -1.8489, -3.3417], [-3.0387, -2.6039, -2.8421], [-3.4235, -2.1518, -1.1304], [-2.9375, -3.6826, -2.8654], [-3.8651, -2.2421, -3.4429], [-0.3471, 1.9677, -2.6188], [-0.1891, 0.9890, -0.7448], [1.9267, 0.9402, -0.6073], [-0.0425, 1.2760, -3.3991], [0.3119, 2.8315, -2.5855], [-1.3784, 2.2822, -2.7559], [2.2720, 1.9531, -0.4169], [2.3186, 0.5587, -1.5464], [2.1873, 0.2894, 0.2225], [0.9019, -3.6427, -1.2954], [-0.4827, -3.7302, -0.8454], [-1.0145, -5.0229, -0.8968], [-0.8593, -5.7953, -2.0351], [-1.3827, -7.0810, -2.0826], [-2.0728, -7.6003, -0.9977], [-2.2402, -6.8280, 0.1390], [-1.7026, -5.5501, 0.1986], [-1.9769, -4.7495, 1.3581], [-1.1462, -3.9884, 2.0066], [0.2792, -3.9868, 1.8743], [1.0610, -5.1498, 1.9812], [2.4295, -5.0262, 2.0563], [3.0133, -3.7544, 2.0059], [2.2547, -2.6086, 1.8398], [0.8690, -2.7155, 1.7348], [0.0815, -1.6937, 1.3933], [1.2765, -2.6705, -0.9719], [0.9503, -3.7128, -2.3787], [1.4861, -4.4288, -0.8201], [-0.3251, -5.4034, -2.8904], [-1.2478, -7.6753, -2.9759], [-2.4799, -8.6009, -1.0341], [-2.7793, -7.2194, 0.9934], [-2.9460, -4.7485, 1.6608], [-1.6044, -3.2898, 2.7045], [0.5879, -6.1193, 2.0782], [3.0490, -5.9019, 2.1867], [4.0894, -3.6664, 2.0831], [2.7251, -1.6365, 1.7653]],
  "mulliken_charge": [0.92, -0.91, -0.55, -0.70, 1.09, -0.98, -0.61, -1.62, 0.91, 0.27, -0.84, -0.62, -0.72, -0.48, 0.81, -0.27, -0.75, -0.54, -0.85, 0.06, 0.57, 0.50, 0.57, 0.85, 0.65, 0.54, 0.47, 0.43, 0.44, 0.47, 0.45, 0.45, 0.43, 0.45, 0.49, -0.06, -0.37, -0.10, 0.26, 0.43, -1.12, 0.34, -0.85, 0.40, 0.40, 0.38, 0.48, 0.46, 0.01, -1.24, 1.27, 0.01, -0.37, -0.81, -0.81, -0.73, -0.04, 0.27, -1.14, 0.41, -0.31, -1.01, -0.60, -0.75, 0.45, 0.37, 0.23, 0.45, 0.38, 0.46, 0.49, 0.46, 0.53, 0.44, 0.65, 0.53, 0.48, 0.48, 0.40]
}